Record 1
# C4H11NS

One molecule with the formula C4H11NS in a non-equilibrium geometry (the ωB97M-V functional and the def2-TZVPD basis, the OMol25 dataset).

Atoms and positions in Å:
S1 -1.866 1.200 -0.842
N1 2.277 -0.561 -1.187
C1 -0.131 0.774 -0.340
C2 -2.691 1.005 0.716
C3 0.060 -0.644 0.147
C4 1.619 -0.934 0.113
H1 -0.328 -0.814 1.145
H2 2.251 -1.422 -1.847
H3 3.281 -0.558 -0.920
H4 -0.224 -1.297 -0.662
H5 1.708 -2.030 0.428
H6 -3.723 1.252 0.634
H7 0.005 1.618 0.489
H8 2.070 -0.284 0.785
H9 -2.545 0.054 0.974
H10 -2.291 1.660 1.561
H11 0.528 0.982 -1.193

Summary:
Net charge: 0
HOMO in eV: -8.190
Frontier orbital gap in eV: 9.18
Relative energy (zero: lowest compared OMol25 entry of this formula, charge and spin) in kJ/mol: 116.1


Record 2
# C4H11NSi

A 2-piece molecular cluster, C4H11NSi overall in a non-equilibrium geometry (the ωB97M-V functional and the def2-TZVPD basis, the OMol25 dataset).

Atoms and positions in Å:
Si1 -0.883 0.137 1.215
N1 0.091 0.926 2.331
C1 2.041 -0.512 -1.066
C2 1.289 -1.551 -0.331
C3 -1.567 1.030 -0.199
C4 -2.338 0.495 -1.170
H1 0.805 1.486 1.858
H2 -1.838 -0.538 2.026
H3 0.520 0.564 3.168
H4 2.358 0.237 -0.324
H5 1.778 -2.115 0.360
H6 -2.951 -0.335 -1.048
H7 -2.788 1.068 -2.037
H8 1.146 0.048 -1.542
H9 -1.003 1.904 -0.343
H10 2.735 -0.771 -1.768
H11 0.607 -2.074 -1.129

Summary:
Net charge: 0
HOMO (spin up / spin down) in eV: -7.513 / -6.412
Frontier orbital gap (spin up / spin down) in eV: 7.75 / 6.69
Relative energy (zero: lowest compared OMol25 entry of this formula, charge and spin) in kJ/mol: 472.5


Record 3
# C4H11O

A 2-piece molecular cluster, C4H11O overall (the ωB97M-V functional and the def2-TZVPD basis, the OMol25 dataset).

Atoms and positions in Å:
O1 1.898 -0.087 3.935
C1 0.290 0.876 -0.667
C2 -1.089 -1.023 -1.635
C3 -0.719 0.458 -1.732
C4 1.086 -0.159 2.866
H1 -1.624 1.063 -1.623
H2 -2.053 -1.231 -2.113
H3 0.685 1.872 -0.874
H4 -0.310 0.672 -2.719
H5 1.100 0.166 -0.536
H6 -0.197 0.956 0.304
H7 -1.145 -1.354 -0.593
H8 1.231 -1.093 2.248
H9 -0.004 -0.133 3.127
H10 1.215 0.686 2.137
H11 -0.365 -1.667 -2.125

Summary:
Net charge: -1
HOMO in eV: -1.717
Frontier orbital gap in eV: 5.23
Relative energy (zero: lowest compared OMol25 entry of this formula, charge and spin) in kJ/mol: 38.8


Record 4
# C4H11O3

A 2-piece molecular cluster, C4H11O3 overall in a non-equilibrium geometry (the ωB97M-V functional and the def2-TZVPD basis, the OMol25 dataset).

Atoms and positions in Å:
O1 -1.425 -0.580 1.105
O2 -1.381 -0.287 -2.091
O3 1.263 2.475 0.374
C1 1.222 0.037 0.445
C2 0.686 -1.340 0.083
C3 -0.867 -1.635 0.560
C4 0.637 1.295 -0.138
H1 -0.451 1.295 0.072
H2 1.108 0.140 1.539
H3 1.230 -2.123 0.635
H4 0.452 1.429 -1.208
H5 -1.353 -1.992 -0.433
H6 1.593 2.206 1.237
H7 -0.828 -2.546 1.226
H8 0.756 -1.433 -1.008
H9 2.318 0.049 0.399
H10 -1.446 0.571 -1.676
H11 -1.457 -0.903 -1.310

Summary:
Net charge: -1
HOMO in eV: -2.844
Frontier orbital gap in eV: 6.69
Relative energy (zero: lowest compared OMol25 entry of this formula, charge and spin) in kJ/mol: 185.2


Record 5
# C4H11O3

A 2-piece molecular cluster, C4H11O3 overall in a non-equilibrium geometry (the ωB97M-V functional and the def2-TZVPD basis, the OMol25 dataset).

Atoms and positions in Å:
O1 0.899 1.795 1.126
O2 0.316 -3.127 1.215
O3 0.200 -0.627 0.553
C1 -0.130 2.295 0.156
C2 -0.589 -0.940 -1.769
C3 -0.674 1.253 -0.692
C4 0.096 -0.105 -0.650
H1 -0.897 2.876 1.015
H2 -0.420 -0.590 -2.882
H3 -0.719 -3.122 1.274
H4 0.378 3.084 -0.366
H5 -1.738 0.990 -0.326
H6 -0.039 -1.930 -1.812
H7 -0.669 1.497 -1.800
H8 0.695 0.869 1.145
H9 0.300 -2.091 0.819
H10 -1.635 -1.139 -1.522
H11 1.212 0.206 -0.954

Summary:
Net charge: 0
HOMO (spin up / spin down) in eV: -10.104 / -10.100
Frontier orbital gap (spin up / spin down) in eV: 10.70 / 6.69
Relative energy (zero: lowest compared OMol25 entry of this formula, charge and spin) in kJ/mol: 162.3
Spin multiplicity: 2


Record 6
# C4H11O3Ru

C4H11O3Ru as an isolated structure in a non-equilibrium geometry (the ωB97M-V functional and the def2-TZVPD basis, the OMol25 dataset).

Atoms and positions in Å:
Ru1 0.529 0.112 -1.642
O1 -1.208 -0.535 -0.626
O2 1.653 0.144 0.009
O3 0.112 1.831 -0.634
C1 -1.214 1.817 -0.185
C2 2.954 -0.322 0.265
C3 -1.356 -1.871 -0.176
C4 -1.556 0.438 0.355
H1 -1.076 -2.538 -0.999
H2 -2.625 0.347 0.601
H3 1.224 1.202 0.332
H4 -1.937 2.101 -0.971
H5 3.685 0.108 -0.441
H6 2.972 -1.417 0.143
H7 -0.937 0.240 1.249
H8 -1.369 2.544 0.633
H9 -2.403 -2.066 0.097
H10 3.267 -0.076 1.293
H11 -0.714 -2.060 0.698

Summary:
Net charge: +1
HOMO (spin up / spin down) in eV: -11.215 / -15.086
Frontier orbital gap (spin up / spin down) in eV: 8.45 / 8.37
Spin multiplicity: 7